(1)
Molecular formula: C17H24N8O2
Method: DFT, wB97M-V/def2-TZVPD

XYZ file:
```
51
Properties=species:S:1:pos:R:3:forces:R:3:nbo_charge:R:1
C -6.8182 -2.5015 -1.2707 -0.060 -0.061 0.116 -0.604
C -7.1532 -1.8282 0.0610 0.145 -0.062 -0.202 -0.440
C -6.6323 -0.4412 0.1040 -0.042 -0.089 0.030 0.311
N -7.3290 0.6575 0.1186 -0.718 -0.908 -0.009 -0.282
N -6.4872 1.7057 0.1440 1.120 0.924 0.010 -0.339
C -5.2691 1.2274 0.1592 -0.520 -0.610 0.123 0.445
N -4.1387 1.9974 0.1736 -0.153 1.051 -0.142 -0.407
N -2.9262 1.4729 0.3116 0.830 -0.023 0.034 -0.247
C -1.8916 2.2270 0.3413 -1.049 0.170 -0.087 0.037
C -0.5709 1.6749 0.4970 0.905 -0.393 0.126 -0.142
C 0.5641 2.5009 0.4198 -0.384 -0.254 0.052 -0.141
C 1.8302 1.9896 0.5235 0.137 -0.112 0.074 -0.259
C 2.0665 0.6115 0.7200 -0.409 -0.104 0.026 0.231
N 3.3184 0.0970 0.6555 0.130 0.011 0.030 -0.410
C 3.6173 -1.1988 0.0949 0.094 -0.255 -0.377 -0.199
C 4.5918 -1.0436 -1.0787 0.075 -0.074 0.347 -0.405
C 5.8626 -0.2987 -0.6738 -0.104 0.211 -0.379 -0.217
C 6.8015 -0.1269 -1.8635 -0.094 -0.098 0.294 -0.597
C 5.4601 1.0522 -0.0820 0.036 -0.290 0.293 -0.406
C 4.4915 0.8259 1.0769 0.209 0.351 -0.065 -0.205
C 0.9150 -0.1910 0.9240 -0.092 1.316 -0.464 0.007
N 0.9884 -1.5097 1.4646 0.102 -0.849 0.508 0.511
O 0.0304 -2.2462 1.3048 -0.028 -0.152 -0.071 -0.394
O 1.9724 -1.8126 2.1193 -0.133 -0.038 0.056 -0.386
C -0.3640 0.3303 0.7691 0.038 0.169 -0.022 -0.139
N -5.2922 -0.1372 0.1337 -0.253 0.818 0.176 -0.216
N -4.2277 -1.0328 0.0605 0.394 -0.646 -0.195 -0.644
H -7.2056 -3.5171 -1.2834 -0.016 -0.114 -0.068 0.207
H -5.7414 -2.5343 -1.4172 0.037 -0.029 -0.075 0.221
H -7.2667 -1.9475 -2.0914 -0.033 0.027 -0.096 0.211
H -8.2325 -1.7792 0.2024 0.065 0.031 0.109 0.239
H -6.7173 -2.4052 0.8817 -0.119 -0.036 0.050 0.205
H -4.2862 3.0043 0.1256 0.059 -0.264 0.031 0.388
H -1.9789 3.3136 0.2482 -0.061 -0.019 0.005 0.161
H 0.4329 3.5590 0.2453 0.011 0.128 -0.028 0.215
H 2.6712 2.6537 0.4023 0.104 0.015 -0.058 0.219
H 2.7044 -1.6605 -0.2828 0.064 0.010 0.115 0.209
H 4.0412 -1.8535 0.8655 -0.064 -0.015 -0.074 0.205
H 4.8399 -2.0355 -1.4582 0.002 -0.055 -0.069 0.215
H 4.0939 -0.4903 -1.8791 -0.017 0.006 -0.078 0.199
H 6.3779 -0.8783 0.1004 -0.018 -0.002 0.053 0.195
H 7.7037 0.4012 -1.5638 0.132 0.067 -0.028 0.209
H 6.3166 0.4430 -2.6533 -0.051 0.074 -0.114 0.203
H 7.0882 -1.0952 -2.2664 0.066 -0.089 -0.100 0.211
H 6.3393 1.5892 0.2767 0.052 0.062 -0.005 0.212
H 4.9790 1.6593 -0.8521 -0.019 0.066 -0.058 0.199
H 4.1964 1.7678 1.5381 0.005 -0.093 0.043 0.212
H 4.9932 0.2211 1.8442 0.005 0.095 0.043 0.195
H -1.2040 -0.3288 0.9200 -0.004 -0.024 0.036 0.242
H -3.3690 -0.4854 -0.0153 -0.342 -0.170 0.112 0.400
H -4.1862 -1.6034 0.9042 -0.032 0.326 -0.028 0.362
```
Forces are in eV/Å.

Results
Orbital gap   0.259 Eh
SMILES   CCc1nnc(N/N=C/c2ccc(N3CCC(C)CC3)c([N+](=O)[O-])c2)n1N
HOMO energy   -7.525 eV
Charge   0

(2)
Molecular formula: C17H24N9OS4Sn
Method: DFT, wB97M-V/def2-TZVPD

XYZ file:
```
56
Properties=species:S:1:pos:R:3:forces:R:3:nbo_charge:R:1
Sn -0.0253 0.3481 0.1049 0.344 0.293 0.154 1.352
O 5.6592 1.2922 3.8910 0.125 0.027 0.065 -0.487
C 4.8882 1.4672 3.0066 -0.170 -0.091 -0.047 0.213
S 4.9975 0.6362 1.4293 0.070 -0.029 0.001 0.403
C 3.5940 1.3385 0.6923 -0.169 0.292 0.235 -0.414
C 2.8378 2.2960 1.5388 0.218 -0.206 -0.156 -0.422
S 1.4261 2.9645 1.0923 -0.081 0.109 -0.073 0.155
S 3.4747 2.5475 3.1345 0.011 0.028 0.047 0.401
S 3.0796 0.8565 -0.7711 0.027 -0.075 -0.077 0.127
C -2.6009 -2.2745 -3.6755 -0.066 0.009 -0.024 -0.409
N -2.2464 -0.8700 -3.5188 0.042 -0.083 0.067 -0.405
C -2.4502 -0.0604 -4.7233 -0.061 0.038 -0.055 -0.214
C -1.7552 1.2534 -4.3969 -0.016 0.101 -0.100 -0.229
N -0.9551 0.8955 -3.2310 0.001 -0.128 0.141 -0.389
C 0.1255 1.7383 -2.7893 0.115 0.076 -0.014 -0.421
C -1.2702 -0.3198 -2.7411 0.032 -0.039 -0.044 0.684
N -0.6913 -0.8241 -1.6574 -0.195 0.024 -0.322 -0.769
C -0.9543 -2.2038 -1.2441 0.045 -0.025 0.036 -0.229
C -0.1475 -2.4722 0.0133 0.064 -0.109 -0.065 -0.247
N -0.6005 -1.5801 1.0798 -0.185 -0.107 0.097 -0.750
C -1.2310 -1.9846 2.1610 0.191 -0.082 0.146 0.674
N -1.5217 -1.1464 3.1902 -0.008 -0.027 -0.213 -0.391
C -1.4618 0.2943 3.1235 0.155 0.120 0.150 -0.422
C -2.4295 -1.7779 4.1331 -0.025 -0.003 0.141 -0.215
C -2.1845 -3.2484 3.8550 -0.041 -0.030 0.056 -0.211
N -1.6738 -3.2348 2.4851 -0.050 0.077 -0.141 -0.408
C -1.2456 -4.5156 1.9490 -0.027 -0.107 0.047 -0.414
H -3.4400 -2.3070 -4.3672 0.001 -0.021 0.011 0.228
H -2.9322 -2.7271 -2.7502 -0.011 -0.004 -0.001 0.215
H -1.7850 -2.8583 -4.1087 0.000 -0.004 -0.005 0.199
H -3.5161 0.0704 -4.9055 0.024 -0.025 -0.017 0.225
H -2.0067 -0.5663 -5.5867 0.010 0.026 0.013 0.198
H -2.4568 2.0570 -4.1676 0.048 -0.051 0.003 0.245
H -1.0981 1.5892 -5.2005 -0.038 -0.006 0.011 0.214
H 0.5061 2.2911 -3.6484 -0.020 -0.003 0.016 0.237
H 0.9461 1.1331 -2.4091 0.009 0.004 0.027 0.225
H -0.1752 2.4738 -2.0380 -0.020 -0.012 0.040 0.212
H -0.6611 -2.9170 -2.0150 0.038 0.015 -0.019 0.211
H -2.0087 -2.3576 -1.0044 -0.032 -0.003 0.041 0.194
H 0.9057 -2.2431 -0.1952 0.011 0.002 -0.015 0.212
H -0.1708 -3.5240 0.2606 -0.050 0.077 -0.020 0.227
H -0.4407 0.6342 2.9282 -0.046 -0.023 -0.068 0.215
H -1.7312 0.6850 4.1042 0.011 -0.016 -0.046 0.234
H -2.1481 0.7083 2.3879 -0.046 0.053 -0.086 0.226
H -3.4656 -1.4845 3.9366 0.006 -0.018 -0.030 0.200
H -2.1724 -1.4986 5.1541 -0.044 0.012 -0.030 0.223
H -3.0913 -3.8481 3.9133 0.021 0.002 0.019 0.222
H -1.4361 -3.6721 4.5316 0.011 0.022 0.003 0.200
H -1.6411 -5.2836 2.6102 -0.002 -0.010 -0.026 0.231
H -0.1595 -4.6181 1.9364 -0.005 -0.046 0.039 0.206
H -1.6519 -4.7041 0.9568 0.003 0.006 -0.002 0.211
N -1.9020 1.3390 0.0258 -0.128 -0.066 -0.002 -0.866
C -2.6012 2.0897 -0.5645 0.279 -0.323 0.142 0.694
N -3.4310 2.8659 -1.0485 -0.486 0.311 0.298 -0.618
C -3.5499 3.4038 -2.2358 0.169 -0.070 -0.027 0.432
N -3.6850 3.8945 -3.2698 -0.058 0.114 -0.322 -0.413
```
Forces are in eV/Å.

Results
Orbital gap   0.233 Eh
Energy relative to the best compared isomer or geometry (same formula, charge and spin)   0.0 kcal/mol
HOMO energy   -10.985 eV
Charge   +1

(3)
Molecular formula: C17H24O6
Method: DFT, wB97M-V/def2-TZVPD

XYZ file:
```
47
Properties=species:S:1:pos:R:3:forces:R:3:nbo_charge:R:1
C -2.4027 4.7234 1.2841 1.503 -1.168 0.251 -0.608
C -1.9314 3.6543 0.1926 -1.401 -0.180 0.222 -0.410
C -0.6861 2.8183 0.4096 1.033 -1.221 4.144 -0.201
C 0.5536 3.7341 0.8400 -3.792 0.252 -0.096 -0.618
C -0.3710 1.8313 -0.7732 1.724 2.312 1.811 0.009
O 0.1020 2.5455 -1.9061 0.263 0.052 -0.103 -0.710
C 0.6925 0.8001 -0.3047 2.071 -0.377 -1.177 0.783
O 1.6829 0.7326 -1.0386 -1.538 -0.713 2.289 -0.596
O 0.5229 0.0689 0.8868 1.200 0.733 -2.040 -0.512
C 1.5529 -0.9696 1.1515 -1.737 -0.240 2.459 0.022
C 0.7527 -2.1695 1.6687 -1.078 -0.346 -1.828 -0.182
C 0.0300 -2.9678 0.8359 1.447 0.292 0.907 -0.186
C -0.0553 -2.9246 -0.6470 2.169 0.770 1.972 -0.182
C -1.1278 -3.3377 -1.2638 -0.457 -0.532 0.070 -0.226
C -1.1810 -3.2284 -2.6698 -2.367 -1.060 -4.254 -0.113
C -2.2762 -3.7477 -3.3787 2.439 -0.704 4.162 -0.320
C -2.5992 -3.7118 -4.7526 -2.432 0.966 -0.449 0.715
O -3.7256 -4.0274 -5.1795 2.730 0.312 0.243 -0.590
O -1.7172 -2.9558 -5.4433 -0.975 -0.507 -0.718 -0.668
C 2.6153 -0.6341 2.2080 -2.092 -1.002 2.365 0.232
C 3.8606 -1.4824 2.0584 1.358 -0.438 -0.325 -0.666
C 1.9983 -0.2342 3.6198 1.569 -1.289 -3.138 -0.135
O 2.6437 0.6438 2.6648 -0.238 1.694 1.037 -0.464
H -2.9882 4.2007 2.0845 0.805 0.518 -0.432 0.207
H -3.0744 5.4557 0.8495 0.031 0.054 -0.236 0.214
H -1.4873 5.2732 1.7073 -1.564 -0.791 -0.429 0.205
H -1.7802 4.1612 -0.7520 -0.150 0.265 -0.340 0.208
H -2.7607 2.9032 0.0469 0.498 0.918 -0.018 0.198
H -0.8397 2.0981 1.3630 -0.001 1.421 -2.016 0.202
H 0.4017 4.4342 1.6958 -0.117 -0.971 -0.587 0.218
H 1.4146 3.2153 0.9305 2.764 -2.009 0.827 0.210
H 0.6959 4.3080 -0.0090 0.433 1.796 -1.712 0.194
H -1.2814 1.4105 -1.0807 -1.183 -0.999 -0.353 0.212
H 1.0196 2.9002 -1.8276 -1.036 -0.837 0.389 0.489
H 2.1289 -1.2721 0.3452 0.327 -0.046 -2.364 0.214
H 0.5706 -2.3299 2.7325 0.537 0.221 -0.224 0.212
H -0.4565 -3.7742 1.3900 -0.466 0.131 -0.613 0.212
H 0.7940 -2.5568 -1.2532 -0.482 0.105 0.616 0.217
H -1.9087 -3.7813 -0.6586 -0.379 0.030 -0.397 0.218
H -0.3525 -2.7731 -3.2727 -0.803 -0.180 0.946 0.231
H -2.9458 -4.3518 -2.7689 -0.257 0.329 -0.176 0.213
H -2.3481 -2.6938 -6.1254 0.591 0.486 -1.081 0.497
H 4.8072 -0.9293 2.1277 -0.448 0.391 0.396 0.243
H 4.0160 -2.3769 2.7030 -0.707 0.741 -0.131 0.233
H 3.9479 -1.8635 1.0357 -0.356 -0.087 -0.013 0.218
H 0.9414 -0.3150 3.8004 -0.485 0.858 -0.672 0.186
H 2.5518 -0.5043 4.4732 1.051 0.049 0.818 0.178
```
Forces are in eV/Å.

Results
Orbital gap   0.297 Eh
SMILES   CC[C@H](C)[C@@H](O)C(=O)O[C@H](\C=C/C=C/C=C/C(=O)O)[C@]1(C)CO1
Energy relative to the best compared isomer or geometry (same formula, charge and spin)   123.3 kcal/mol
HOMO energy   -8.844 eV
Charge   0